{"formula": "C16H22N4O3S", "method": "wB97M-V/def2-TZVPD", "homo_lumo_gap_ha": 0.3199, "homo_energy_ev": -8.165, "smiles": "COCCN1CCN(C(=O)CCc2nnc(-c3ccsc3)o2)CC1", "multiplicity": 1, "elements": ["C", "O", "C", "C", "N", "C", "C", "N", "C", "O", "C", "C", "C", "N", "N", "C", "C", "C", "C", "S", "C", "O", "C", "C", "H", "H", "H", "H", "H", "H", "H", "H", "H", "H", "H", "H", "H", "H", "H", "H", "H", "H", "H", "H", "H", "H"], "xyz": [[0.21, -3.03, -1.77], [-1.02, -2.95, -1.10], [-0.87, -2.81, 0.30], [-2.23, -2.47, 0.92], [-2.60, -1.07, 0.92], [-2.59, -0.47, -0.40], [-3.21, 0.93, -0.30], [-2.43, 1.73, 0.62], [-1.41, 2.55, 0.31], [-0.71, 3.06, 1.17], [-1.16, 2.88, -1.16], [0.33, 3.14, -1.34], [1.08, 1.91, -0.95], [0.60, 0.71, -0.85], [1.61, -0.08, -0.45], [2.66, 0.67, -0.32], [3.97, 0.25, 0.09], [4.30, -1.10, 0.40], [5.60, -1.24, 0.75], [6.45, 0.25, 0.73], [5.04, 1.09, 0.23], [2.39, 1.96, -0.63], [-2.45, 1.13, 1.94], [-1.83, -0.26, 1.86], [-0.02, -3.10, -2.83], [0.82, -2.14, -1.58], [0.78, -3.92, -1.46], [-0.49, -3.75, 0.72], [-0.13, -2.02, 0.52], [-2.99, -3.01, 0.34], [-2.26, -2.82, 1.95], [-3.18, -1.10, -1.07], [-1.57, -0.37, -0.80], [-3.28, 1.40, -1.28], [-4.22, 0.84, 0.11], [-1.73, 3.77, -1.43], [-1.45, 2.05, -1.81], [0.57, 3.40, -2.37], [0.66, 3.95, -0.68], [3.58, -1.90, 0.34], [6.12, -2.14, 1.03], [5.07, 2.15, 0.06], [-1.87, 1.77, 2.61], [-3.49, 1.07, 2.29], [-1.87, -0.74, 2.84], [-0.78, -0.15, 1.56]], "lowdin_charge": [-0.115, -0.205, -0.219, -0.163, -0.165, -0.163, -0.126, -0.047, -0.465, 0.054, -0.088, -0.094, -0.319, 0.116, 0.115, -0.276, -0.263, -0.126, -0.396, 1.006, -0.351, 0.169, -0.117, -0.162, 0.087, 0.058, 0.086, 0.123, 0.100, 0.125, 0.117, 0.128, 0.101, 0.114, 0.128, 0.131, 0.101, 0.129, 0.128, 0.111, 0.064, 0.078, 0.120, 0.127, 0.125, 0.116]}

{"formula": "C20H31N5O4", "method": "wB97M-V/def2-TZVPD", "homo_lumo_gap_ha": 0.3636, "homo_energy_ev": -9.378, "smiles": "CN(C[C@@H](O)CNC(=O)c1cnn(CC2CCC2)c1)C(=O)C[C@H]1CCCC(=O)N1", "multiplicity": 1, "elements": ["C", "N", "C", "C", "O", "C", "N", "C", "O", "C", "C", "N", "N", "C", "C", "C", "C", "C", "C", "C", "O", "C", "C", "C", "C", "C", "C", "O", "N", "H", "H", "H", "H", "H", "H", "H", "H", "H", "H", "H", "H", "H", "H", "H", "H", "H", "H", "H", "H", "H", "H", "H", "H", "H", "H", "H", "H", "H", "H", "H"], "xyz": [[-2.52, 2.89, -0.76], [-1.63, 2.27, -1.75], [-0.76, 1.21, -1.20], [0.70, 1.66, -0.91], [0.69, 2.69, 0.07], [1.62, 0.50, -0.46], [1.21, -0.16, 0.79], [0.42, -1.23, 0.85], [-0.07, -1.77, -0.14], [0.16, -1.72, 2.18], [0.55, -1.21, 3.43], [0.11, -1.93, 4.44], [-0.57, -2.94, 3.88], [-1.23, -3.95, 4.71], [-0.30, -4.54, 5.79], [0.01, -3.70, 7.04], [0.00, -5.03, 7.83], [-0.90, -5.61, 6.72], [-0.58, -2.85, 2.51], [-1.66, 2.64, -3.06], [-2.36, 3.57, -3.46], [-0.82, 1.87, -4.10], [-0.43, 2.67, -5.36], [0.42, 3.94, -5.09], [1.89, 3.60, -4.82], [2.50, 2.81, -5.99], [1.58, 1.71, -6.57], [1.99, 0.78, -7.25], [0.27, 1.82, -6.34], [-3.14, 3.69, -1.18], [-3.20, 2.15, -0.35], [-1.96, 3.32, 0.06], [-1.20, 0.86, -0.27], [-0.75, 0.34, -1.85], [1.13, 2.10, -1.80], [0.03, 3.34, -0.20], [1.72, -0.23, -1.26], [2.63, 0.90, -0.29], [1.46, 0.30, 1.65], [1.14, -0.32, 3.61], [-2.10, -3.48, 5.16], [-1.59, -4.74, 4.06], [0.61, -4.89, 5.30], [0.96, -3.16, 7.03], [-0.80, -3.04, 7.35], [0.98, -5.50, 7.89], [-0.44, -4.98, 8.82], [-1.95, -5.47, 6.95], [-0.70, -6.65, 6.45], [-1.10, -3.57, 1.90], [0.08, 1.45, -3.67], [-1.44, 1.03, -4.40], [-1.35, 3.00, -5.85], [0.37, 4.59, -5.96], [0.00, 4.54, -4.28], [2.46, 4.52, -4.66], [1.98, 3.03, -3.90], [2.70, 3.47, -6.83], [3.45, 2.35, -5.72], [-0.24, 1.05, -6.76]], "lowdin_charge": [-0.022, -0.082, -0.100, -0.333, -0.021, -0.087, 0.094, -0.494, 0.052, -0.136, -0.099, 0.101, -0.141, -0.090, -0.305, -0.162, -0.180, -0.151, 0.035, -0.433, 0.044, -0.044, -0.272, -0.133, -0.181, -0.082, -0.496, 0.036, 0.109, 0.090, 0.094, 0.081, 0.128, 0.126, 0.121, 0.071, 0.132, 0.126, 0.124, 0.108, 0.127, 0.125, 0.148, 0.099, 0.114, 0.108, 0.098, 0.114, 0.103, 0.137, 0.099, 0.132, 0.144, 0.121, 0.113, 0.110, 0.093, 0.122, 0.117, 0.149]}

{"formula": "C24H22N4O3OsS3", "method": "wB97M-V/def2-TZVPD", "homo_lumo_gap_ha": [0.2559, 0.2289], "homo_energy_ev": [-8.095, -8.907], "multiplicity": 5, "s_squared": 6.032, "elements": ["Os", "C", "C", "C", "C", "C", "C", "C", "S", "O", "O", "N", "C", "C", "C", "C", "C", "C", "C", "C", "N", "C", "H", "H", "H", "H", "H", "H", "H", "H", "H", "H", "H", "H", "H", "S", "C", "S", "C", "C", "N", "C", "N", "C", "C", "C", "C", "O", "H", "H", "H", "H", "H", "H", "H", "H", "H"], "xyz": [[-0.12, 0.04, -0.39], [-6.53, -2.68, -2.67], [-5.14, -2.17, -2.89], [-4.75, -0.92, -2.41], [-3.46, -0.46, -2.59], [-2.54, -1.24, -3.27], [-2.92, -2.48, -3.78], [-4.21, -2.93, -3.59], [-0.89, -0.65, -3.47], [-0.31, -1.30, -4.62], [-0.93, 0.78, -3.38], [-0.10, -1.13, -2.11], [0.38, -2.43, -1.92], [0.27, -3.51, -2.77], [0.82, -4.76, -2.44], [1.50, -4.96, -1.27], [1.64, -3.89, -0.37], [2.32, -4.00, 0.86], [2.41, -2.92, 1.70], [1.80, -1.72, 1.32], [1.16, -1.58, 0.17], [1.07, -2.64, -0.69], [-7.17, -1.91, -2.23], [-6.53, -3.54, -1.99], [-6.99, -3.01, -3.61], [-5.46, -0.30, -1.88], [-3.17, 0.52, -2.22], [-2.21, -3.06, -4.36], [-4.50, -3.89, -3.99], [-0.21, -3.39, -3.73], [0.71, -5.57, -3.15], [1.93, -5.92, -1.03], [2.76, -4.95, 1.13], [2.93, -2.97, 2.65], [1.84, -0.85, 1.97], [0.82, 1.40, 1.29], [-0.24, 2.67, 0.73], [-1.02, 2.17, -0.74], [-0.43, 3.86, 1.36], [0.28, 4.15, 2.56], [0.88, 4.36, 3.52], [-1.35, 4.81, 0.83], [-2.10, 5.56, 0.39], [-2.05, -0.39, 2.61], [-2.52, -1.24, 1.43], [-3.93, -0.86, 1.01], [-2.42, -2.73, 1.75], [-1.66, -1.01, 0.31], [-2.69, -0.56, 3.48], [-2.09, 0.67, 2.35], [-1.03, -0.64, 2.88], [-4.63, -1.01, 1.83], [-4.25, -1.47, 0.16], [-3.96, 0.19, 0.71], [-3.09, -2.99, 2.58], [-1.40, -2.99, 2.03], [-2.71, -3.31, 0.88]], "lowdin_charge": [1.340, -0.044, -0.263, -0.044, -0.053, -0.268, -0.047, -0.028, 0.602, -0.272, -0.358, -0.287, -0.246, 0.000, -0.050, -0.034, -0.146, 0.018, -0.025, -0.126, -0.071, -0.152, 0.077, 0.085, 0.083, 0.119, 0.097, 0.104, 0.119, 0.086, 0.114, 0.115, 0.127, 0.115, 0.064, 0.600, -1.071, 0.626, -0.357, -0.232, 0.170, -0.227, 0.174, -0.048, -0.697, -0.029, -0.030, -0.374, 0.092, 0.075, 0.068, 0.093, 0.070, 0.090, 0.089, 0.078, 0.087]}

{"formula": "C17H30N4O2", "method": "wB97M-V/def2-TZVPD", "homo_lumo_gap_ha": 0.3353, "homo_energy_ev": -8.493, "smiles": "CO[C@H](CNC(=O)N(C)Cc1cn2c(n1)CCCC2)C(C)(C)C", "multiplicity": 1, "elements": ["C", "O", "C", "C", "N", "C", "O", "N", "C", "C", "C", "C", "N", "C", "N", "C", "C", "C", "C", "C", "C", "C", "C", "H", "H", "H", "H", "H", "H", "H", "H", "H", "H", "H", "H", "H", "H", "H", "H", "H", "H", "H", "H", "H", "H", "H", "H", "H", "H", "H", "H", "H", "H"], "xyz": [[-1.34, -1.20, 2.67], [-2.11, -0.48, 1.74], [-2.34, -1.17, 0.51], [-1.37, -0.63, -0.54], [0.01, -0.97, -0.25], [0.55, -2.17, -0.55], [-0.12, -3.05, -1.10], [1.87, -2.41, -0.21], [2.35, -3.77, -0.31], [2.90, -1.52, 0.33], [2.87, -0.05, 0.00], [3.39, 0.58, -1.10], [3.10, 1.92, -0.94], [2.46, 2.04, 0.26], [2.31, 0.86, 0.83], [1.93, 3.34, 0.77], [2.64, 4.50, 0.06], [2.71, 4.27, -1.45], [3.52, 3.02, -1.79], [-3.81, -0.99, 0.14], [-4.67, -1.56, 1.27], [-4.13, -1.77, -1.15], [-4.17, 0.49, -0.07], [-1.25, -0.59, 3.57], [-1.83, -2.14, 2.95], [-0.33, -1.42, 2.31], [-2.15, -2.24, 0.64], [-1.62, -1.01, -1.53], [-1.44, 0.46, -0.57], [0.54, -0.31, 0.29], [1.58, -4.43, -0.71], [3.22, -3.82, -0.97], [2.63, -4.14, 0.68], [2.94, -1.63, 1.42], [3.86, -1.90, -0.03], [3.92, 0.22, -1.97], [0.86, 3.39, 0.58], [2.06, 3.41, 1.84], [2.12, 5.44, 0.27], [3.65, 4.62, 0.46], [1.70, 4.17, -1.85], [3.15, 5.13, -1.94], [4.58, 3.20, -1.62], [3.39, 2.73, -2.83], [-4.50, -1.02, 2.20], [-5.73, -1.48, 1.03], [-4.45, -2.61, 1.45], [-3.65, -1.34, -2.02], [-3.81, -2.81, -1.07], [-5.21, -1.77, -1.34], [-3.63, 0.92, -0.91], [-5.23, 0.61, -0.26], [-3.92, 1.07, 0.82]], "lowdin_charge": [-0.092, -0.160, -0.312, -0.114, 0.095, -0.521, 0.029, -0.086, -0.061, -0.103, -0.290, 0.001, -0.027, -0.292, 0.138, -0.104, -0.192, -0.178, -0.126, -0.554, -0.049, -0.047, -0.045, 0.089, 0.091, 0.077, 0.151, 0.120, 0.129, 0.095, 0.081, 0.087, 0.089, 0.125, 0.115, 0.126, 0.121, 0.118, 0.110, 0.118, 0.120, 0.113, 0.128, 0.125, 0.085, 0.083, 0.089, 0.077, 0.094, 0.084, 0.078, 0.085, 0.087]}

{"formula": "C2H3O2", "method": "wB97M-V/def2-TZVPD", "total_charge": -1, "homo_lumo_gap_ha": 0.3064, "homo_energy_ev": -3.620, "smiles": "CC(=O)[O-]", "multiplicity": 1, "elements": ["C", "C", "O", "O", "H", "H", "H"], "xyz": [[-0.03, 0.13, 0.12], [-0.61, 1.52, 0.84], [-1.81, 1.84, 0.68], [0.37, 2.02, 1.66], [0.81, -0.26, 0.77], [0.51, 0.46, -0.74], [-0.69, -0.62, -0.24]], "lowdin_charge": [-0.069, -0.639, -0.110, -0.257, 0.049, 0.011, 0.014]}

{"formula": "C2H3OPS", "method": "wB97M-V/def2-TZVPD", "homo_lumo_gap_ha": [0.2508, 0.2524], "homo_energy_ev": [-8.209, -8.243], "multiplicity": 1, "elements": ["C", "C", "O", "P", "S", "H", "H", "H"], "xyz": [[-2.28, 0.17, -0.63], [1.40, 0.30, 0.06], [-0.26, -1.78, 0.04], [-0.53, -0.33, 0.24], [-3.51, 0.73, 0.17], [1.79, -0.46, 0.70], [1.66, 0.02, -0.89], [1.73, 1.36, 0.29]], "lowdin_charge": [-0.750, -0.195, -0.459, 0.769, 0.614, -0.003, -0.025, 0.048]}